(1)
A structure of composition C7H8N3O2P3, computed with ωB97M-V/def2-TZVPD.

Geometry (Å):
C 0.945467 0.535812 2.730507
C 1.002807 -0.635138 2.028830
C 0.150773 1.586820 2.322386
C 0.266037 -0.771359 0.919274
C -0.669315 1.421026 1.227177
C -0.601352 0.277923 0.462146
C -0.275283 -0.915995 -3.039914
N -0.179543 3.413434 -3.573769
N -1.974562 1.602802 -2.767940
N 0.665723 1.429889 -2.020363
O 0.968420 -0.566205 -3.681394
O -1.277008 0.185730 -0.719595
P 1.001389 2.857608 -2.672425
P -1.708084 2.852155 -3.822136
P -0.784004 0.735304 -2.154048
H 1.723998 0.645731 3.529990
H 1.672510 -1.463988 2.234670
H 0.104383 2.487236 2.891670
H 0.358032 -1.708321 0.527372
H -1.542348 2.024143 0.828851
H -0.045964 -1.696935 -2.346446
H -0.924287 -1.223152 -3.825387
H 1.660833 -0.403266 -3.009145

Atoms 1-3, force components in eV/Å:
2.24 0.98 1.54
0.68 -0.18 0.52
-0.40 -0.36 0.48

As for the multiplicity: 1.

Results of the natural (NBO) charge analysis, in e, for atoms 1 through 2: atom 1 (C): -0.2114, atom 2 (C): -0.2069

***

(2)
A cluster of 8 separate species, C39H102N7O14PSi in total, computed with ωB97M-V/def2-TZVPD.

Geometry (Å):
C 2.435449 -3.987709 -2.240841
C 1.677844 -4.352289 -3.485756
O 0.656865 -3.809620 -3.822466
O 2.221641 -5.371456 -4.214957
C 2.778850 -4.997760 -5.486333
C 3.749726 -3.828530 -5.400184
C 4.664123 -3.712840 -6.625659
C 6.002798 -3.023007 -6.319000
C 6.949362 -3.744601 -5.358830
C 7.659639 -4.980219 -5.945222
Si 6.659477 -6.552179 -5.882944
O 7.367403 -7.679913 -4.921367
C 6.782786 -8.977691 -4.790874
C 5.632142 -9.056563 -3.805305
C 5.950687 -8.403801 -2.456658
O 4.428209 -8.561490 -4.398160
P 6.339657 -7.357100 -7.979833
O 7.309750 -8.393254 -8.373143
O 4.773813 -7.756149 -8.122177
O 6.391295 -6.074473 -8.958230
H 2.900879 -3.017426 -2.437365
H 3.235003 -4.700794 -2.043303
H 1.749738 -3.916631 -1.396385
H 1.964008 -4.791302 -6.187342
H 3.303642 -5.891705 -5.829457
H 3.186593 -2.893691 -5.293964
H 4.338762 -3.937552 -4.482300
H 4.153015 -3.091558 -7.370159
H 4.806734 -4.691013 -7.101489
H 5.753476 -2.047182 -5.882538
H 6.525328 -2.816211 -7.258099
H 6.429459 -4.026559 -4.437757
H 7.725127 -3.032727 -5.056217
H 7.994470 -4.804418 -6.971677
H 8.560854 -5.181624 -5.353486
H 5.307672 -6.262711 -5.359794
H 7.581210 -9.645814 -4.450302
H 6.451222 -9.367448 -5.762565
H 5.460980 -10.128253 -3.638701
H 5.522918 -7.399200 -2.392506
H 5.520222 -8.990832 -1.641027
H 7.026589 -8.344665 -2.288705
H 4.138902 -7.757433 -3.952497
H 4.353738 -7.850960 -7.256438
H 5.510831 -5.739943 -9.167153
C 1.224110 1.572469 -0.249379
C 0.695881 0.387147 -1.045865
C -0.188094 -0.550303 -0.214824
O 0.519105 -1.414784 0.655659
C 0.913585 -0.817616 1.879702
N 1.808832 -0.321570 -1.685436
H 2.032692 1.293535 0.427033
H 1.614921 2.335459 -0.924350
H 0.422737 2.018477 0.342691
H 0.056531 0.785803 -1.838448
H -0.731515 -1.208604 -0.898459
H -0.934321 0.028122 0.342921
H 0.174436 -0.090690 2.229508
H 1.882682 -0.321775 1.801656
H 1.001850 -1.612152 2.621405
H 1.426492 -1.047053 -2.287316
H 2.298638 -0.830027 -0.953397
C -0.634872 4.884789 1.446191
C -1.580956 3.938314 2.177632
C -2.631427 4.648312 3.039660
O -2.140831 5.168481 4.260004
C -1.526350 6.440019 4.173494
N -0.790945 2.963098 2.933099
H 0.115680 5.311264 2.112041
H -0.102850 4.337178 0.668719
H -1.177604 5.704572 0.971427
H -2.138713 3.379696 1.417433
H -3.391899 3.915718 3.323350
H -3.135125 5.439854 2.468601
H -2.013089 7.065317 3.418794
H -0.460747 6.366177 3.943331
H -1.631611 6.920543 5.145979
H -1.404398 2.257745 3.330373
H -0.384563 3.435404 3.735692
C -4.779031 2.989970 -3.010835
C -3.356395 2.561676 -3.351052
C -2.930551 1.247311 -2.686554
O -2.622839 1.360538 -1.310100
C -3.725338 1.296676 -0.428120
N -2.438053 3.664172 -3.055428
H -4.845710 3.402879 -2.003634
H -5.108585 3.768353 -3.698663
H -5.478867 2.155497 -3.086774
H -3.313018 2.384344 -4.430321
H -2.006621 0.908224 -3.163406
H -3.684783 0.464484 -2.840278
H -4.492211 0.610315 -0.799257
H -4.175891 2.278843 -0.261341
H -3.355042 0.923616 0.527800
H -1.506195 3.433111 -3.386591
H -2.344630 3.734295 -2.045881
C -10.581253 3.604883 -5.544663
C -9.165099 3.140711 -5.867020
C -8.763626 1.836342 -5.167465
O -8.454104 1.973933 -3.794735
C -9.559134 1.960493 -2.912884
N -8.231579 4.236422 -5.599275
H -10.641334 4.044006 -4.548611
H -10.892166 4.370400 -6.254317
H -11.292480 2.778571 -5.599330
H -9.122465 2.933815 -6.941061
H -7.846249 1.468755 -5.634719
H -9.533407 1.064968 -5.304383
H -10.343101 1.285356 -3.269387
H -9.983483 2.957413 -2.770702
H -9.200596 1.602472 -1.948276
H -7.302762 3.982683 -5.921596
H -8.139496 4.334650 -4.592089
C 6.342799 0.451139 4.442940
C 5.781993 0.558205 3.029409
C 4.619494 1.548649 2.893591
O 3.388613 1.077883 3.400242
C 3.179191 1.239972 4.788863
N 5.433427 -0.781753 2.549593
H 5.683736 -0.126220 5.091937
H 7.305873 -0.057561 4.424375
H 6.485005 1.437174 4.888896
H 6.581680 0.935338 2.384072
H 4.446982 1.724193 1.827907
H 4.870553 2.516448 3.348345
H 3.640095 2.161497 5.158379
H 3.564601 0.389919 5.358517
H 2.103056 1.289519 4.948785
H 5.169983 -0.733953 1.569857
H 4.587951 -1.075537 3.031190
C -4.502209 9.343973 6.963235
C -5.254994 8.790539 8.168586
C -4.587778 7.566838 8.809481
O -4.754368 6.360935 8.093141
C -3.840471 6.150143 7.034070
N -6.646406 8.541339 7.787271
H -4.646349 8.719606 6.081121
H -4.870879 10.339470 6.718913
H -3.431125 9.415142 7.162702
H -5.263647 9.569676 8.937514
H -5.054419 7.393708 9.782664
H -3.519939 7.755968 8.985878
H -2.853129 6.553627 7.281382
H -4.186596 6.596155 6.098325
H -3.748180 5.076614 6.880147
H -7.185259 8.285349 8.608701
H -6.666802 7.715202 7.196057
C -1.337278 -2.319947 5.682553
C 0.118046 -2.697928 5.431198
C 0.541471 -4.018461 6.085192
O 0.754266 -3.943751 7.480369
C -0.401820 -4.074933 8.283559
N 0.975458 -1.575444 5.822049
H -1.483900 -1.941766 6.694642
H -1.639852 -1.530859 4.994633
H -2.000571 -3.174124 5.535367
H 0.238004 -2.840406 4.352773
H 1.503808 -4.316236 5.660919
H -0.179462 -4.814443 5.855473
H -1.114080 -4.777948 7.840553
H -0.901543 -3.116500 8.445286
H -0.083270 -4.462380 9.250459
H 1.934344 -1.775969 5.552218
H 0.998845 -1.542898 6.837862

Atoms 1-3, force components in eV/Å:
0.19 -0.27 -0.09
-0.89 0.23 -0.13
0.53 -0.08 0.02

The SMILES is CC(=O)OCCCCCC[Si@H](OC[C@@H](C)O)P(=O)(O)O.COC[C@@H](C)N.COC[C@@H](C)N.COC[C@@H](C)N.COC[C@@H](C)N.COC[C@@H](C)N.COC[C@@H](C)N.COC[C@@H](C)N. As for the multiplicity: 1.

Results of the Löwdin charge analysis, in e, for atoms 1 through 2: atom 1 (C): 0.0198, atom 2 (C): -0.5344

***

(3)
The ion C17H26BrClNO2 with charge +1, computed with ωB97M-V/def2-TZVPD.

Geometry (Å):
C -6.506083 -2.406617 -0.245153
C -5.376501 -1.441152 -0.092914
C -4.077964 -1.890068 0.116809
C -3.062546 -0.969827 0.261198
C -3.268213 0.406446 0.227673
C -4.580494 0.841810 0.031901
C -5.608979 -0.071045 -0.134924
H -6.611802 0.296194 -0.286276
Cl -4.936720 2.535541 0.028957
O -2.200578 1.225936 0.462980
C -1.852355 2.194326 -0.519304
H -1.836589 3.179391 -0.044103
C -0.470199 1.860388 -1.092738
O 0.621241 2.266721 -0.285777
C 0.570754 1.863583 1.077840
C 2.024937 1.722701 1.535344
N 2.743843 0.916583 0.523678
H 2.291238 1.210397 -0.363253
C 2.531613 -0.540196 0.689449
C 3.063107 -1.306969 -0.521159
C 2.789985 -2.795876 -0.338593
H 3.135219 -3.349272 -1.206162
H 1.724514 -2.971839 -0.215662
H 3.307445 -3.177307 0.537188
C 4.554028 -1.010826 -0.683717
C 4.784666 0.494836 -0.781745
C 4.189424 1.213617 0.423344
H 4.324207 2.292267 0.325044
H 4.671139 0.881097 1.345590
H 5.851665 0.710045 -0.827792
H 4.330487 0.880652 -1.697001
H 4.934346 -1.499810 -1.579200
H 5.100536 -1.414803 0.169959
H 2.529976 -0.964005 -1.414501
H 1.468033 -0.746176 0.814774
H 3.057541 -0.858495 1.592162
H 2.482895 2.712440 1.577215
H 2.086598 1.252197 2.515752
H 0.030788 0.918905 1.177159
H 0.062142 2.616139 1.687780
H -0.325784 2.390488 -2.035815
H -0.418398 0.776017 -1.268447
H -2.578811 2.203561 -1.333936
Br -1.286583 -1.554256 0.512633
H -3.863534 -2.947485 0.158068
H -6.143501 -3.398091 -0.501778
H -7.197454 -2.070499 -1.013786
H -7.059270 -2.477679 0.691235

Atoms 1-3, force components in eV/Å:
-0.13 -0.02 0.07
0.21 0.16 0.00
-0.11 0.11 -0.04

As for the charge: +1. The SMILES is Cc1cc(Cl)c(OCCOCC[N@H+]2CCC[C@@H](C)C2)c(Br)c1. As for the multiplicity: 1.

Results of the natural (NBO) charge analysis, in e, for atoms 1 through 2: atom 1 (C): -0.6304, atom 2 (C): 0.0157

***

Electronic energy, respectively: -1610.386423, -3614.634622, -3902.597785 Ha.
Strongest force on any atom, respectively: 3.4, 0.9, 0.9 eV Å⁻¹.